Model A:
Computed, not measured: a structure of composition C22H18Cl3N5O2RuS, with wB97M-V/def2-TZVPD.

ORCA input file:
```
! wB97M-V def2-TZVPD RIJCOSX def2/J DEFGRID3
* xyz 1 2
Ru 1.215 0.479 -0.090
C -2.473 -0.530 -2.775
C -1.272 -0.034 -2.258
N -0.840 -0.320 -1.049
C -1.564 -1.134 -0.259
C -2.784 -1.703 -0.703
C -3.229 -1.373 -1.996
C -3.498 -2.592 0.153
C -3.015 -2.922 1.374
C -1.803 -2.359 1.864
C -1.291 -2.661 3.140
C -0.133 -2.056 3.562
C 0.484 -1.125 2.717
N 0.023 -0.834 1.522
C -1.083 -1.442 1.062
H -2.779 -0.261 -3.775
H -0.643 0.609 -2.860
H -4.152 -1.790 -2.368
H -4.430 -3.009 -0.201
H -3.542 -3.619 2.008
H -1.828 -3.349 3.777
H 0.288 -2.261 4.534
H 1.365 -0.585 3.042
S 2.475 2.540 -0.879
C 2.817 1.527 -2.254
C 3.772 1.831 -3.222
C 3.920 0.961 -4.287
C 3.136 -0.184 -4.343
C 2.220 -0.421 -3.326
N 2.056 0.426 -2.323
H 4.371 2.721 -3.126
H 4.639 1.167 -5.063
H 3.238 -0.884 -5.154
H 1.608 -1.314 -3.316
C -2.503 4.489 0.887
N -1.771 3.633 1.796
C -2.216 3.527 3.169
C -0.925 2.780 1.338
N -0.144 2.023 0.944
H -2.552 5.498 1.295
H -3.523 4.120 0.743
H -1.997 4.515 -0.076
H -2.266 4.521 3.613
H -1.512 2.919 3.734
H -3.206 3.068 3.226
Cl 3.173 -4.042 1.226
C 3.993 -2.484 1.077
Cl 5.240 -2.568 -0.186
Cl 4.722 -2.037 2.615
C 2.983 -1.418 0.608
O 2.137 -1.763 -0.227
O 3.096 -0.281 1.094
*
```

The expectation value of S² is 0.778. The calculation puts the HOMO energy (alpha / beta) at -10.72 / -10.72 eV. The frontier orbital gap (alpha / beta) comes out at 6.664 / 7.055 eV.


Model B:
Computed, not measured: a structure of composition C22H18Cl3N5O2RuS, with wB97M-V/def2-TZVPD.

ORCA input file:
```
! wB97M-V def2-TZVPD RIJCOSX def2/J DEFGRID3
* xyz 1 2
Ru -0.342 0.197 -0.848
C -0.664 0.284 3.574
C -0.991 0.168 2.216
N -0.078 0.249 1.265
C 1.216 0.448 1.620
C 1.632 0.570 2.946
C 0.641 0.484 3.941
C 3.026 0.771 3.225
C 3.931 0.836 2.225
C 3.525 0.712 0.853
C 4.417 0.764 -0.232
C 3.937 0.629 -1.509
C 2.564 0.450 -1.714
N 1.708 0.406 -0.708
C 2.173 0.527 0.562
H -1.452 0.212 4.310
H -2.012 -0.001 1.902
H 0.919 0.576 4.984
H 3.336 0.865 4.258
H 4.982 0.983 2.440
H 5.475 0.907 -0.049
H 4.596 0.660 -2.364
H 2.139 0.350 -2.704
S -0.490 0.792 -3.163
C -0.584 2.350 -2.409
C -0.766 3.609 -2.982
C -0.831 4.701 -2.145
C -0.716 4.544 -0.760
C -0.534 3.280 -0.257
N -0.467 2.223 -1.075
H -0.863 3.702 -4.054
H -0.979 5.688 -2.563
H -0.774 5.391 -0.092
H -0.448 3.082 0.804
C -0.380 -4.844 0.251
N -0.669 -4.086 -0.966
C -1.766 -4.550 -1.820
C -0.217 -2.883 -1.107
N 0.171 -1.797 -1.239
H -0.144 -5.872 -0.019
H -1.246 -4.831 0.914
H 0.474 -4.405 0.760
H -1.556 -5.566 -2.149
H -1.850 -3.900 -2.687
H -2.703 -4.522 -1.263
Cl -5.036 -2.237 -0.767
C -4.487 -0.629 -0.282
Cl -4.825 -0.378 1.453
Cl -5.317 0.594 -1.226
C -2.947 -0.545 -0.426
O -2.256 -1.478 -0.017
O -2.470 0.521 -0.906
*
```

The expectation value of S² is 0.755. The calculation puts the HOMO energy (alpha / beta) at -10.58 / -10.54 eV. The frontier orbital gap (alpha / beta) comes out at 7.133 / 6.699 eV.


Least stable: model A


Model A:
Computed, not measured: the ion C5H6N with charge +1, with wB97M-V/def2-TZVPD.

ORCA input file:
```
! wB97M-V def2-TZVPD RIJCOSX def2/J DEFGRID3
* xyz 1 3
C 0.062 -0.619 1.382
C 0.168 -1.296 0.202
C -0.064 0.730 1.269
C 0.175 -0.442 -1.026
C -0.154 1.018 -0.235
N 0.385 -0.758 -2.308
H 0.243 -1.159 2.411
H 0.193 -2.392 0.208
H -0.066 1.538 2.059
H 0.208 1.996 -0.620
H -1.166 1.355 -0.531
H 0.016 0.030 -2.809
*
```

The expectation value of S² is 2.032. The calculation puts the HOMO energy (alpha / beta) at -13.80 / -16.09 eV. The frontier orbital gap (alpha / beta) comes out at 9.030 / 6.870 eV.


Model B:
Computed, not measured: a cluster of 2 separate species, C5H6N in total, with wB97M-V/def2-TZVPD.

ORCA input file:
```
! wB97M-V def2-TZVPD RIJCOSX def2/J DEFGRID3
* xyz 1 3
C -3.001 -2.245 0.264
C -1.298 2.370 0.735
C -2.446 -1.118 0.203
C -1.485 1.181 0.467
C 0.981 0.551 -1.403
N -1.821 -0.028 0.222
H -3.792 -2.993 0.211
H -0.917 3.315 0.612
H 1.335 0.824 -2.354
H 0.633 -0.486 -1.276
H 0.042 1.127 -1.157
H 1.770 0.908 -0.698
*
```

The expectation value of S² is 2.144. The calculation puts the HOMO energy (alpha / beta) at -15.72 / -15.77 eV. The frontier orbital gap (alpha / beta) comes out at 11.663 / 7.411 eV.


Least stable: model B


Model A:
Computed, not measured: a structure of composition C3H3N5O, with wB97M-V/def2-TZVPD.

ORCA input file:
```
! wB97M-V def2-TZVPD RIJCOSX def2/J DEFGRID3
* xyz 0 1
C 2.857 0.360 0.145
C 1.561 -0.005 -0.080
C -2.004 0.017 0.022
N 3.944 0.658 0.374
N -0.189 -1.610 -0.071
N 1.003 -1.776 -0.028
N -0.653 -0.415 -0.165
N 0.421 0.586 -0.158
O 0.085 1.762 -0.257
H -2.677 -0.554 -0.612
H -2.297 -0.101 1.070
H -2.048 1.077 -0.241
*
```

The calculation puts the HOMO energy (alpha / beta) at -10.06 / -10.06 eV. The frontier orbital gap (alpha / beta) comes out at 9.784 / 9.783 eV.


Model B:
Computed, not measured: the molecule C3H3N5O, with wB97M-V/def2-TZVPD.

ORCA input file:
```
! wB97M-V def2-TZVPD RIJCOSX def2/J DEFGRID3
* xyz 0 1
C 1.069 -0.517 0.118
C -1.569 -0.519 0.100
C -1.256 0.975 0.161
H 2.254 -0.890 -1.429
H -2.092 1.545 0.190
H 1.855 1.480 -0.063
N 1.751 -1.316 -0.681
N 0.285 -1.170 1.197
N -0.930 -1.185 1.128
N -0.130 1.655 0.168
N 0.969 0.908 0.068
O -2.206 -0.967 -0.955
*
```

The calculation puts the HOMO energy at -9.71 eV. The frontier orbital gap comes out at 8.546 eV. As for the SMILES: [H]/N=c1/nnc(=O)cn[nH]1.


Least stable: model A